40
Properties=species:S:1:pos:R:3 method="wB97M-V/def2-TZVPD" total_charge=+1 de_lowest_kcal_mol=0.0 orbital_gap_ev=8.48
Ca 0.23 -1.08 -0.56
C 2.54 1.30 -3.81
N 1.53 1.83 -2.91
C 0.57 2.77 -3.23
C -0.13 3.01 -2.11
N 0.39 2.23 -1.10
B -0.10 2.32 0.36
N -1.32 1.33 0.69
C -1.86 1.48 1.96
C -3.03 0.80 2.02
N -3.21 0.22 0.78
C -4.34 -0.59 0.38
C -2.17 0.56 -0.02
S -2.01 -0.05 -1.63
C 1.41 1.51 -1.61
S 2.44 0.36 -0.82
H 2.46 1.82 -4.76
H 2.39 0.24 -3.96
H 3.53 1.46 -3.39
H 0.48 3.18 -4.23
H -0.96 3.68 -1.93
H -0.52 3.42 0.55
H 0.79 2.02 1.12
H -1.39 2.11 2.69
H -3.75 0.69 2.81
H -4.93 -0.84 1.26
H -3.99 -1.51 -0.10
H -4.97 -0.05 -0.33
C 2.57 -4.90 1.47
O 2.30 -3.69 2.23
C 1.51 -2.81 1.66
O 1.00 -2.93 0.55
N 1.31 -1.73 2.45
N 0.56 -0.67 1.94
H 3.20 -5.50 2.11
H 3.08 -4.65 0.55
H 1.63 -5.41 1.25
H 1.82 -1.64 3.31
H 1.14 0.15 1.79
H -0.21 -0.44 2.56